(1)
One molecule with the formula C3H6ClP at a distorted geometry. Source: OMol25; level of theory: the ωB97M-V functional and the def2-TZVPD basis.

Atoms and positions in Å:
C1 0.959 -1.131 -0.051
C2 -0.289 -0.239 -0.047
C3 0.071 1.207 0.019
P1 -1.803 -0.966 0.029
Cl1 -3.121 0.619 -0.072
H1 1.274 -1.218 0.984
H2 0.769 -2.112 -0.195
H3 1.644 -0.842 -0.844
H4 -0.435 1.730 -0.699
H5 1.110 1.447 -0.060
H6 -0.178 1.504 0.936

Summary:
SMILES: CC(C)=PCl
lowest unoccupied orbital energy: 0.48 eV
gap between HOMO and LUMO: 9.4 eV

---

(2)
One molecule with the formula C4H7ClO at a distorted geometry. Source: OMol25; level of theory: the ωB97M-V functional and the def2-TZVPD basis.

Atoms and positions in Å:
C1 -0.738 1.557 -0.401
C2 -0.434 0.490 0.295
C3 0.802 0.233 0.912
Cl1 1.966 -0.404 -0.407
O1 -1.190 -0.596 0.538
C4 -2.337 -0.781 -0.380
H1 0.029 2.369 -0.508
H2 -1.809 1.915 -0.585
H3 0.756 -0.463 1.759
H4 1.274 1.148 1.230
H5 -3.151 -1.424 0.045
H6 -2.725 0.230 -0.558
H7 -2.037 -1.144 -1.324

Summary:
SMILES: C=C(CCl)OC
lowest unoccupied orbital energy: 0.93 eV
gap between HOMO and LUMO: 10.0 eV

---

(3)
A 8-piece molecular cluster, C35H59N8O9PSSi overall at a distorted geometry. Source: OMol25; level of theory: the ωB97M-V functional and the def2-TZVPD basis.

Atoms and positions in Å:
C1 -0.458 2.389 1.173
C2 0.513 1.774 1.496
C3 1.621 0.937 1.960
C4 2.107 1.463 3.319
N1 2.801 2.746 3.292
C5 3.054 3.151 4.682
C6 2.690 1.045 0.794
C7 3.104 2.456 0.373
C8 2.823 2.891 -1.070
O1 3.053 1.876 -2.018
Si1 2.012 1.785 -3.323
C9 2.410 3.034 -4.661
C10 2.222 0.060 -4.052
C11 0.208 2.000 -2.887
S1 4.106 0.040 1.174
O2 4.909 -0.044 -0.002
O3 4.779 0.464 2.359
O4 3.438 -1.384 1.356
C12 2.444 -1.471 2.410
C13 2.085 -2.975 2.540
C14 2.868 -3.921 1.650
O5 2.451 -3.847 0.270
C15 1.841 -4.980 -0.141
O6 2.413 -5.894 -0.651
C16 1.205 -0.579 2.179
C17 0.321 -0.775 3.421
C18 -1.046 -0.103 3.399
O7 -1.988 -1.006 3.989
C19 -3.280 -0.627 3.764
O8 -3.980 -0.304 4.684
C20 -3.799 -0.672 2.354
C21 -4.953 -1.664 2.181
P1 0.242 -1.336 0.761
O9 -0.785 -2.285 1.270
H1 -1.122 3.075 0.701
H2 1.217 1.571 3.954
H3 2.739 0.754 3.841
H4 2.136 3.419 2.927
H5 2.140 3.572 5.114
H6 3.816 3.924 4.741
H7 3.367 2.293 5.258
H8 2.226 0.547 -0.059
H9 4.186 2.509 0.491
H10 2.715 3.229 1.019
H11 1.829 3.341 -1.137
H12 3.532 3.699 -1.263
H13 2.207 4.063 -4.390
H14 3.433 2.890 -4.998
H15 1.744 2.804 -5.491
H16 1.236 -0.261 -4.384
H17 2.929 0.065 -4.876
H18 2.523 -0.616 -3.254
H19 -0.362 2.134 -3.804
H20 -0.224 1.164 -2.354
H21 0.019 2.894 -2.289
H22 2.952 -1.189 3.329
H23 2.326 -3.284 3.556
H24 1.024 -3.168 2.410
H25 2.651 -4.924 2.021
H26 3.942 -3.812 1.743
H27 0.755 -5.032 0.012
H28 0.831 -0.462 4.330
H29 0.090 -1.821 3.582
H30 -1.057 0.829 3.965
H31 -1.381 0.119 2.390
H32 -4.107 0.326 2.055
H33 -2.990 -0.958 1.681
H34 -5.514 -1.837 3.091
H35 -5.605 -1.274 1.409
H36 -4.553 -2.595 1.785
H37 1.189 -1.992 -0.037
H38 -0.319 -0.330 -0.028
C22 -8.965 0.613 0.709
C23 -7.556 0.863 0.955
N2 -6.442 1.062 1.141
H39 -9.410 1.433 0.146
H40 -9.100 -0.298 0.136
H41 -9.511 0.502 1.641
C24 -8.256 -3.988 0.172
C25 -8.390 -2.903 1.131
N3 -8.481 -2.051 1.893
H42 -8.295 -4.953 0.674
H43 -9.059 -3.957 -0.563
H44 -7.307 -3.919 -0.357
C26 4.360 7.313 -5.625
C27 3.541 6.213 -6.107
N4 2.901 5.339 -6.484
H45 5.221 7.466 -6.272
H46 3.787 8.239 -5.599
H47 4.725 7.113 -4.619
C28 1.059 3.316 8.417
C29 1.650 2.202 7.695
N5 2.117 1.326 7.122
H48 1.723 3.659 9.209
H49 0.870 4.153 7.746
H50 0.113 3.025 8.869
C30 1.081 0.340 -7.839
C31 0.079 0.860 -6.926
N6 -0.712 1.278 -6.207
H51 0.863 -0.693 -8.105
H52 1.111 0.929 -8.754
H53 2.068 0.372 -7.381
C32 -3.292 -1.825 -3.303
C33 -2.066 -1.863 -2.527
N7 -1.108 -1.901 -1.898
H54 -3.075 -1.660 -4.355
H55 -3.840 -2.761 -3.202
H56 -3.935 -1.014 -2.963
C34 1.405 -6.972 -3.631
C35 0.709 -7.779 -4.622
N8 0.158 -8.413 -5.402
H57 2.390 -6.678 -3.989
H58 0.847 -6.065 -3.405
H59 1.540 -7.519 -2.700

Summary:
SMILES: C#C[C@]1(CNC)[C@@H](CCO[Si](C)(C)C)S(=O)(=O)O[C@H](CCOC=O)[C@]1(CCOC(=O)CC)[PH2]=O.CC#N.CC#N.CC#N.CC#N.CC#N.CC#N.CC#N
lowest unoccupied orbital energy: 0.20 eV
gap between HOMO and LUMO: 9.2 eV

---

no.,DFT total energy (Eh),molar mass (u)
1,-919.42198,108.5
2,-691.97785,106.6
3,-3513.16868,827.0